A 2-piece molecular cluster, C2H6S2 overall, computed with wB97M-V/def2-TZVPD.

Atoms and positions in Å:
S -1.472 -1.220 -1.482
S 0.262 -0.992 -0.097
H -1.724 0.091 -1.428
H 0.712 -0.016 0.765
C 1.772 1.869 1.887
C 0.760 2.506 1.294
H 2.329 1.133 1.315
H 1.895 1.867 2.956
H 0.723 2.651 0.221
H -0.120 2.858 1.807

Computed properties:
Frontier orbital gap (alpha / beta) in Eh: 0.1892 / 0.2317
Multiplicity: 2
E_tot in eV: -23840.009
⟨S²⟩: 0.755
Maximum force in eV/A: 3.1
Charge: -1

Atomic partial charges in e from the Löwdin method, atoms 1 to 2: atom 1 (S): -0.12, atom 2 (S): -0.12

=====

C39H51CsN4O2P2S as an isolated structure, computed with wB97M-V/def2-TZVPD.

Atoms and positions in Å:
Cs 0.537 -0.247 -1.036
C 1.773 -1.410 -3.848
C 1.389 -0.086 -4.138
C 2.331 0.783 -3.543
C 3.280 0.002 -2.884
C 2.935 -1.364 -3.070
H 1.283 -2.302 -4.219
H 0.560 0.219 -4.767
H 2.325 1.862 -3.634
H 4.178 0.349 -2.391
H 3.516 -2.208 -2.719
C 2.738 -3.581 1.459
C 3.485 -2.287 1.785
C 4.084 -2.346 3.187
P 2.378 -0.814 1.445
C 3.544 0.605 1.783
C 4.656 0.633 0.734
C 2.754 1.916 1.731
C 1.315 -0.768 2.936
C 1.616 -0.118 4.127
C 0.711 -0.073 5.177
C -0.535 -0.676 5.041
C -0.849 -1.361 3.886
C 0.073 -1.441 2.818
N -0.213 -2.100 1.653
C -0.830 -3.304 1.691
C -0.753 -4.153 2.830
C -1.283 -5.420 2.817
C -1.916 -5.896 1.671
C -1.997 -5.089 0.544
C -1.475 -3.804 0.523
P -1.579 -2.666 -0.911
C -3.318 -2.009 -0.622
C -3.606 -0.776 -1.480
C -4.443 -3.031 -0.756
C -1.748 -3.866 -2.327
C -0.421 -4.623 -2.450
C -2.049 -3.112 -3.625
H 3.416 -4.434 1.532
H 1.918 -3.743 2.162
H 2.321 -3.555 0.451
H 4.292 -2.173 1.056
H 3.299 -2.408 3.943
H 4.713 -3.235 3.281
H 4.706 -1.477 3.405
H 4.000 0.493 2.770
H 4.230 0.765 -0.263
H 5.327 1.471 0.932
H 5.252 -0.281 0.729
H 2.357 2.069 0.726
H 1.907 1.926 2.416
H 3.405 2.761 1.970
H 2.571 0.374 4.250
H 0.971 0.440 6.094
H -1.260 -0.612 5.842
H -1.821 -1.825 3.767
H -0.215 -3.805 3.702
H -1.191 -6.053 3.690
H -2.336 -6.893 1.656
H -2.478 -5.493 -0.336
H -3.262 -1.681 0.423
H -3.671 -1.028 -2.538
H -4.560 -0.336 -1.179
H -2.836 -0.016 -1.349
H -4.559 -3.349 -1.794
H -4.272 -3.911 -0.136
H -5.387 -2.579 -0.442
H -2.561 -4.572 -2.142
H 0.392 -3.922 -2.657
H -0.178 -5.160 -1.532
H -0.467 -5.342 -3.269
H -1.359 -2.276 -3.766
H -1.937 -3.787 -4.475
H -3.069 -2.726 -3.637
O -2.759 2.716 0.038
N -2.971 1.752 0.584
O -0.613 1.812 2.429
H -1.341 2.343 2.765
H -0.742 0.928 2.792
S -0.402 7.262 -3.195
C -0.195 5.564 -2.657
C 0.880 5.208 -1.856
C 0.986 3.884 -1.455
N 0.115 2.942 -1.799
C -0.902 3.295 -2.577
C -1.103 4.588 -3.038
C -1.464 7.778 -1.843
C -0.915 8.270 -0.669
C -1.781 8.643 0.350
N -3.103 8.559 0.255
C -3.615 8.094 -0.879
C -2.842 7.693 -1.960
H 1.614 5.943 -1.555
H 1.817 3.570 -0.832
H -1.592 2.504 -2.855
H -1.941 4.829 -3.676
H 0.157 8.358 -0.551
H -1.395 9.032 1.287
H -4.698 8.043 -0.927
H -3.299 7.325 -2.869

Computed properties:
Frontier orbital gap (alpha / beta) in Eh: 0.2014 / 0.1099
E_tot in eV: -81282.830
Maximum force in eV/A: 2.6

Atomic partial charges in e from the Löwdin method, atoms 1 to 2: atom 1 (Cs): 0.88, atom 2 (C): -0.18

=====

C3H9N2 as an isolated structure, computed with wB97M-V/def2-TZVPD.

Atoms and positions in Å:
C -1.597 0.731 0.164
C 0.623 1.624 0.221
N -0.140 0.533 0.209
H -2.065 0.698 1.155
H -2.102 0.003 -0.484
H -1.803 1.711 -0.282
H 1.706 1.489 0.092
H 0.195 2.623 0.204
C 0.372 -1.361 0.204
N 1.325 -1.739 -0.663
H 0.688 -1.162 1.231
H -0.635 -1.780 0.042
H 1.139 -1.845 -1.654
H 2.293 -1.525 -0.440

Computed properties:
Frontier orbital gap (alpha / beta) in Eh: 0.1986 / 0.3638
Multiplicity: 2
E_tot in eV: -6233.338
⟨S²⟩: 0.755
Maximum force in eV/A: 4.0

Atomic partial charges in e from the Löwdin method, atoms 1 to 2: atom 1 (C): -0.15, atom 2 (C): -0.17

=====

A 2-piece molecular cluster, C3H4BrIO2 overall, computed with wB97M-V/def2-TZVPD.

Atoms and positions in Å:
C 2.141 -1.175 -1.590
C -1.597 0.492 0.257
C -0.269 0.536 1.047
O 3.080 -0.993 -0.973
O 1.177 -1.336 -2.279
Br 0.480 -1.255 1.230
I 1.358 1.598 -0.023
H -1.753 1.361 -0.362
H -1.875 -0.390 -0.471
H -2.359 0.294 1.006
H -0.383 0.867 2.158

Computed properties:
Frontier orbital gap in Eh: 0.3436
E_tot in eV: -85413.856
Maximum force in eV/A: 5.0

Atomic partial charges in e from the Löwdin method, atoms 1 to 2: atom 1 (C): -0.57, atom 2 (C): -0.26

=====

A single C4H6N2 molecule, computed with wB97M-V/def2-TZVPD.

Atoms and positions in Å:
C -0.329 1.516 -0.052
C -0.167 -0.045 -0.116
C -0.715 -0.660 -1.313
N -1.049 -1.147 -2.309
C 1.036 -0.969 0.421
N -0.115 -0.641 1.191
H 0.578 2.016 -0.386
H -0.520 1.835 0.984
H -1.159 1.921 -0.660
H 1.247 -2.055 0.217
H 1.948 -0.398 0.575
H -0.756 -1.373 1.447

Computed properties:
Frontier orbital gap in Eh: 0.3922
E_tot in eV: -7223.245
SMILES string: C[C@@]1(C#N)CN1
Maximum force in eV/A: 1.6

Atomic partial charges in e from the Löwdin method, atoms 1 to 2: atom 1 (C): -0.02, atom 2 (C): -0.43

=====

A 2-piece molecular cluster, C8H12N3 overall, computed with wB97M-V/def2-TZVPD.

Atoms and positions in Å:
C 3.095 -0.867 0.093
C 2.972 -1.965 -0.717
C 2.550 0.337 -0.482
C 1.955 -2.061 -1.753
C 1.635 0.264 -1.459
C -0.528 -0.658 0.540
C -0.659 0.604 0.411
C -3.010 0.807 1.168
N 1.283 -0.936 -2.019
N -3.856 1.504 1.908
N -1.729 1.289 1.106
H 3.666 -0.747 0.984
H 3.473 -2.843 -0.456
H 2.857 1.383 -0.130
H 1.610 -2.983 -2.201
H -1.256 -1.212 1.132
H 0.076 -1.352 -0.044
H -3.255 -0.014 0.567
H 1.289 1.008 -2.107
H -4.832 1.308 1.856
H -3.609 2.202 2.604
H 0.390 -0.658 -2.479
H -1.455 1.982 1.772

Computed properties:
Frontier orbital gap (alpha / beta) in Eh: 0.2144 / 0.2143
E_tot in eV: -12949.986
Maximum force in eV/A: 5.7
Charge: +1

Atomic partial charges in e from the Löwdin method, atoms 1 to 2: atom 1 (C): 0.02, atom 2 (C): -0.01

=====

A single C9H10O2 molecule, computed with wB97M-V/def2-TZVPD.

Atoms and positions in Å:
C 2.272 1.679 -1.159
O 1.568 0.520 -0.928
C 0.538 0.631 0.214
C -0.105 1.626 0.744
C -0.887 1.717 1.743
C -1.243 0.719 2.522
C -1.039 -0.723 1.768
C -0.107 -0.779 0.542
C -1.056 -0.921 -0.773
C -0.516 -1.617 -1.953
O -2.182 -0.454 -0.714
H 2.893 2.026 -0.285
H 1.697 2.645 -1.173
H 3.005 1.508 -1.934
H -1.791 0.920 3.454
H -0.768 -1.382 2.694
H -2.033 -1.055 1.441
H 0.796 -1.501 0.596
H 0.628 -1.924 -1.894
H -0.639 -1.097 -2.854
H -1.033 -2.537 -2.051

Computed properties:
Frontier orbital gap in Eh: 0.3026
E_tot in eV: -13583.353
SMILES string: COC1=C=C=CC[C@H]1C(C)=O
Maximum force in eV/A: 4.6

Atomic partial charges in e from the Löwdin method, atoms 1 to 2: atom 1 (C): -0.17, atom 2 (O): -0.13

=====

C3H3FInNO6 as an isolated structure, computed with wB97M-V/def2-TZVPD.

Atoms and positions in Å:
In 2.809 -0.740 0.006
N 5.228 -0.518 -3.188
O 5.636 0.565 -3.532
O 5.920 -1.502 -3.267
O 4.092 -0.572 -2.717
C -2.625 1.116 1.777
C -3.225 -0.084 1.057
O -2.151 -1.001 1.106
C -1.027 -0.302 1.047
O 0.006 -0.840 0.690
O -1.197 0.932 1.484
F -3.549 0.283 -0.208
H -2.849 1.097 2.844
H -2.948 2.078 1.392
H -4.119 -0.512 1.508

Computed properties:
Frontier orbital gap in Eh: 0.0926
E_tot in eV: -24797.208
Maximum force in eV/A: 1.7
Charge: +2

Atomic partial charges in e from the Löwdin method, atoms 1 to 2: atom 1 (In): 1.32, atom 2 (N): -0.52

=====

C14H11Cl3O2SV as an isolated structure, computed with wB97M-V/def2-TZVPD.

Atoms and positions in Å:
V 0.304 0.657 -0.976
Cl 3.019 -1.808 4.940
C 2.133 -1.012 3.669
C 1.092 -0.135 4.004
C 0.391 0.496 3.006
C 0.684 0.283 1.658
O -0.044 0.947 0.734
C 1.740 -0.611 1.311
C 2.174 -0.943 -0.005
O 1.638 -0.520 -1.142
C 2.451 -1.243 2.366
H 0.850 0.040 5.044
H -0.414 1.182 3.239
H 3.031 -1.597 -0.098
H 3.255 -1.927 2.122
S -1.270 1.272 -2.432
C -2.393 -0.117 -2.330
C -3.761 0.116 -2.197
C -4.652 -0.944 -2.108
C -4.192 -2.254 -2.144
C -2.833 -2.494 -2.280
C -1.940 -1.435 -2.380
H -4.121 1.137 -2.159
H -5.711 -0.744 -2.006
H -4.889 -3.080 -2.070
H -2.463 -3.512 -2.314
H -0.884 -1.633 -2.513
Cl 3.025 5.625 -0.464
C 3.509 3.939 -0.568
Cl 2.131 2.859 -0.912
H 3.924 3.631 0.381
H 4.215 3.824 -1.378

Computed properties:
Frontier orbital gap (alpha / beta) in Eh: 0.2518 / 0.2730
Multiplicity: 4
E_tot in eV: -92881.420
⟨S²⟩: 3.806
Maximum force in eV/A: 2.2

Atomic partial charges in e from the Löwdin method, atoms 1 to 2: atom 1 (V): 0.61, atom 2 (Cl): 0.66

=====

C13H23Cl9O20S5 as an isolated structure, computed with wB97M-V/def2-TZVPD.

Atoms and positions in Å:
C 3.004 2.392 -3.421
C 1.600 1.855 -3.247
O 0.892 3.013 -2.759
S 1.878 4.221 -2.309
O 1.637 4.441 -0.941
O 1.851 5.307 -3.183
O 3.245 3.417 -2.450
H 3.237 2.886 -4.422
H 3.850 1.720 -3.174
H 1.676 1.122 -2.458
H 1.107 1.587 -4.149
C 3.172 -3.519 -1.490
C 3.864 -3.338 -0.014
O 4.425 -2.079 -0.044
S 3.587 -1.126 -0.994
O 4.397 -0.063 -1.449
O 2.286 -0.916 -0.497
O 3.383 -2.276 -2.156
H 2.114 -3.707 -1.426
H 3.792 -4.160 -2.092
H 4.598 -4.124 0.209
H 3.150 -3.416 0.821
C -2.516 -1.755 -3.110
C -3.421 -3.002 -2.947
O -2.460 -4.103 -2.777
S -1.139 -3.588 -2.056
O -0.051 -3.901 -2.929
O -1.090 -4.015 -0.716
O -1.439 -1.965 -2.129
H -3.004 -0.855 -2.764
H -2.157 -1.598 -4.132
H -4.080 -3.323 -3.799
H -4.032 -2.828 -2.070
C 1.819 2.969 1.774
C 0.629 2.243 1.042
O 0.111 1.327 1.995
S 1.142 0.883 3.031
O 1.909 -0.227 2.559
O 0.415 0.785 4.247
O 2.002 2.204 2.990
H 1.402 3.949 2.110
H 2.679 2.937 1.182
H 1.006 1.691 0.175
H -0.243 2.891 0.882
C -1.788 -1.671 2.069
C -2.610 -0.540 2.775
O -2.863 0.427 1.711
S -2.372 -0.135 0.314
O -1.714 0.909 -0.380
O -3.417 -0.772 -0.379
O -1.312 -1.199 0.823
H -2.424 -2.492 1.853
H -0.985 -2.089 2.632
H -1.993 -0.083 3.515
H -3.537 -0.879 3.199
C 2.623 -3.259 3.284
Cl 1.512 -4.204 2.352
Cl 4.222 -3.985 3.502
Cl 1.929 -2.686 4.827
H 2.845 -2.344 2.851
C -4.225 3.904 5.497
Cl -3.541 5.529 5.405
Cl -4.292 2.962 4.001
Cl -5.681 4.079 6.481
H -3.632 3.329 6.190
C -3.326 2.228 -2.590
Cl -4.974 1.844 -2.088
Cl -2.994 3.911 -2.718
Cl -2.965 1.609 -4.164
H -2.710 1.651 -1.878

Computed properties:
Frontier orbital gap in Eh: 0.4108
E_tot in eV: -221676.272
Maximum force in eV/A: 3.6

Atomic partial charges in e from the Löwdin method, atoms 1 to 2: atom 1 (C): -0.18, atom 2 (C): -0.12

=====

A single H3N3O3 molecule, computed with wB97M-V/def2-TZVPD.

Atoms and positions in Å:
N -1.075 0.804 0.061
N -0.122 1.615 -0.005
N 1.277 0.904 0.350
O 2.318 1.248 -0.142
O 1.027 -0.524 0.500
O 1.971 -1.284 -0.230
H -0.864 -0.131 -0.080
H -1.883 1.136 0.709
H 2.743 -0.637 -0.281

Computed properties:
Frontier orbital gap (alpha / beta) in Eh: 0.3149 / 0.3184
E_tot in eV: -10652.584
SMILES string: N/N=[N+](/[O-])OO
Maximum force in eV/A: 4.5

Atomic partial charges in e from the Löwdin method, atoms 1 to 2: atom 1 (N): 0.00, atom 2 (N): 0.05

=====

C40H39F6IN4PPbS3SbSi as an isolated structure, computed with wB97M-V/def2-TZVPD.

Atoms and positions in Å:
Pb -1.537 -0.541 -1.917
C 4.156 2.497 3.578
Si 3.183 1.095 4.332
C 3.222 -0.468 3.232
C 3.534 0.754 6.181
C 1.248 1.480 4.446
C 0.425 0.489 5.018
C -0.893 0.803 5.527
C -1.416 2.072 5.107
N -0.777 2.888 4.320
C 0.566 2.636 4.060
S 1.401 3.884 3.265
H 5.146 2.075 3.455
H 4.244 3.327 4.281
H 3.734 2.797 2.634
H 4.114 -0.400 2.637
H 2.369 -0.318 2.594
H 3.131 -1.360 3.851
H 4.473 0.450 6.541
H 2.770 0.108 6.627
H 3.316 1.769 6.564
H 0.784 -0.549 5.290
H -1.260 0.075 6.205
H -2.515 2.302 5.353
I -3.507 -2.153 -3.887
C -4.536 -3.085 -2.320
C -5.872 -2.808 -2.373
C -6.730 -3.328 -1.398
C -6.184 -4.204 -0.479
C -4.819 -4.512 -0.490
C -4.385 -5.598 0.322
C -3.087 -6.091 0.243
C -2.190 -5.341 -0.513
C -2.537 -4.165 -1.173
P -1.115 -3.247 -1.739
C -0.371 -4.088 -3.142
C -1.086 -5.015 -3.921
C -0.506 -5.625 -4.982
C 0.777 -5.336 -5.385
C 1.454 -4.309 -4.710
C 0.886 -3.712 -3.595
C 0.045 -3.532 -0.339
C -0.303 -3.029 0.927
C 0.516 -3.322 2.016
C 1.610 -4.207 1.842
C 1.965 -4.630 0.564
C 1.148 -4.364 -0.508
C -3.920 -3.861 -1.332
H -6.215 -2.179 -3.088
H -7.794 -2.994 -1.346
H -6.771 -4.838 0.187
H -5.113 -6.082 0.972
H -2.759 -6.967 0.819
H -1.145 -5.636 -0.490
H -2.082 -5.222 -3.631
H -1.113 -6.339 -5.535
H 1.245 -5.786 -6.238
H 2.490 -4.056 -4.974
H 1.510 -3.071 -2.982
H -1.208 -2.442 1.107
H 0.216 -2.996 3.011
H 2.193 -4.544 2.678
H 2.875 -5.235 0.373
H 1.386 -4.707 -1.509
F 0.757 -0.371 -0.882
Sb 1.390 1.350 -0.189
F 2.953 0.644 0.561
F 2.212 1.613 -1.875
F 1.912 3.208 0.195
F -0.262 2.031 -0.963
F 0.549 1.200 1.501
S 0.175 -0.524 -6.466
C 0.666 0.894 -5.587
C 0.332 0.766 -4.266
N -0.334 -0.415 -3.949
C -0.466 -1.176 -5.058
H 1.232 1.688 -6.062
H 0.695 1.421 -3.466
H -0.949 -2.167 -5.043
N 1.277 5.542 0.821
C 0.409 6.228 1.666
S -0.110 5.272 3.040
N -0.054 7.425 1.463
C 0.273 7.983 0.152
C 1.549 8.430 -0.096
C 1.847 8.793 -1.424
C 0.953 8.472 -2.404
C -0.380 8.090 -2.145
C -0.710 7.893 -0.813
H 1.592 4.613 0.966
H 1.447 6.030 -0.033
H -0.778 7.899 2.000
H 2.280 8.566 0.712
H 2.749 9.291 -1.580
H 1.176 8.665 -3.441
H -1.065 7.975 -2.951
H -1.701 7.462 -0.547

Computed properties:
Frontier orbital gap (alpha / beta) in Eh: 0.2556 / 0.1369
Multiplicity: 2
E_tot in eV: -133916.040
⟨S²⟩: 0.776
Maximum force in eV/A: 5.4
Charge: +3

Atomic partial charges in e from the Löwdin method, atoms 1 to 2: atom 1 (Pb): 1.13, atom 2 (C): -0.19